# 1
Below is a single C24H32N2O3 molecule, with properties calculated with the ωB97M-V functional and the def2-TZVPD basis.

```
61
Properties=species:S:1:pos:R:3
C -2.66 -1.68 1.65
C -2.32 -0.39 2.31
C -1.17 0.29 2.37
C 0.17 -0.13 1.87
O 1.02 -0.53 2.65
N 0.38 -0.06 0.54
C -0.55 0.41 -0.45
H -1.50 0.68 0.02
C -0.77 -0.68 -1.51
N 0.51 -1.00 -2.10
C 0.52 -1.66 -3.35
C -0.55 -2.45 -3.77
C -0.55 -3.07 -5.01
C 0.55 -2.89 -5.84
C 1.60 -2.09 -5.44
C 1.61 -1.46 -4.21
C 2.75 -0.56 -3.83
H 3.56 -1.12 -3.38
H 2.41 0.20 -3.12
H 3.14 -0.06 -4.72
H 2.44 -1.94 -6.10
H 0.57 -3.37 -6.81
C -1.71 -3.90 -5.45
H -2.26 -4.28 -4.59
H -1.38 -4.74 -6.06
H -2.40 -3.30 -6.05
H -1.39 -2.60 -3.11
C 1.40 -1.55 -1.09
H 2.35 -1.84 -1.55
C 1.65 -0.49 -0.02
H 2.26 -0.88 0.80
H 2.15 0.38 -0.46
H 0.96 -2.44 -0.61
H -1.43 -0.30 -2.29
H -1.24 -1.55 -1.03
H -0.13 1.30 -0.94
C -1.35 1.52 3.22
C -1.09 2.83 2.45
C 0.39 3.09 2.20
C 1.28 2.81 3.42
C 2.33 3.90 3.60
H 2.99 3.66 4.43
H 1.85 4.86 3.80
H 2.93 4.00 2.70
C 0.42 2.66 4.67
C -0.52 1.46 4.52
H 0.08 0.55 4.52
H -1.21 1.41 5.36
H 1.06 2.49 5.54
H -0.15 3.58 4.85
H 1.79 1.85 3.27
H 0.49 4.14 1.90
H 0.73 2.49 1.35
H -1.64 2.80 1.51
H -1.52 3.63 3.06
O -2.75 1.49 3.56
C -3.34 0.39 3.06
O -4.50 0.13 3.21
H -3.26 -1.50 0.76
H -1.76 -2.22 1.38
H -3.26 -2.28 2.33
```

Values from the calculation:
Total charge ... 0
F_max ... 0.80 eV/Å
HOMO-LUMO gap ... 8.99 eV
Spin multiplicity ... 1
ΔE to the lowest compared entry with this formula, charge and spin ... 4.1 kcal/mol
LUMO level ... 0.584 eV
HOMO level ... -8.4 eV

***

# 2
Below is a single C22H33N3O3 molecule, with properties calculated with the ωB97M-V functional and the def2-TZVPD basis.

```
61
Properties=species:S:1:pos:R:3
C -1.03 -0.74 6.23
H -1.69 -1.60 6.37
C -0.77 -0.49 4.75
H -0.36 -1.40 4.30
H -1.70 -0.24 4.24
C 0.23 0.66 4.54
C 0.32 0.94 3.05
O -0.47 1.67 2.48
N 1.30 0.27 2.40
C 2.14 -0.63 3.08
C 2.88 -1.60 2.41
C 3.75 -2.42 3.10
C 3.88 -2.27 4.48
C 3.12 -1.33 5.16
C 2.23 -0.52 4.47
O 1.48 0.40 5.14
H 3.19 -1.22 6.23
H 4.56 -2.89 5.03
C 4.56 -3.45 2.37
H 5.56 -3.07 2.18
H 4.65 -4.36 2.96
H 4.10 -3.69 1.42
H 2.76 -1.73 1.34
C 1.47 0.51 0.98
C 0.61 -0.46 0.15
O 1.09 -1.36 -0.50
N -0.70 -0.20 0.26
H -1.00 0.60 0.81
C -1.72 -0.94 -0.45
H -1.23 -1.80 -0.91
C -2.40 -0.08 -1.52
C -1.43 0.27 -2.65
N -1.98 1.31 -3.50
C -2.94 0.83 -4.47
C -2.30 0.15 -5.69
C -1.32 1.12 -6.35
C -0.31 1.61 -5.32
H 0.35 2.35 -5.77
H 0.30 0.76 -5.00
C -1.00 2.21 -4.09
H -0.23 2.39 -3.32
C -1.64 3.57 -4.39
H -2.33 3.52 -5.23
H -0.86 4.29 -4.64
H -2.18 3.92 -3.52
H -1.87 1.96 -6.77
H -0.80 0.62 -7.18
H -1.77 -0.75 -5.38
H -3.08 -0.15 -6.39
H -3.62 0.13 -3.97
H -3.54 1.68 -4.80
H -0.51 0.65 -2.20
H -1.18 -0.64 -3.20
H -3.26 -0.62 -1.90
H -2.76 0.85 -1.06
H -2.46 -1.30 0.27
H 2.52 0.39 0.71
H 1.15 1.54 0.78
H -0.15 1.57 5.04
H -0.09 -0.93 6.75
H -1.50 0.13 6.69
```

Values from the calculation:
Total charge ... 0
F_max ... 0.71 eV/Å
HOMO-LUMO gap ... 8.83 eV
Spin multiplicity ... 1
ΔE to the lowest compared entry with this formula, charge and spin ... 2.6 kcal/mol
LUMO level ... 0.775 eV
HOMO level ... -8.1 eV

***

# 3
Below is a gas-phase ion, C9H9O2 (charge +1) at a distorted geometry, with properties calculated with the ωB97M-V functional and the def2-TZVPD basis.

```
20
Properties=species:S:1:pos:R:3
C -0.23 1.14 0.34
C -0.08 -1.16 -0.48
C 1.14 1.19 0.42
C 1.26 -1.11 -0.32
C -0.79 0.00 -0.20
C 1.95 0.10 0.03
C -3.84 0.10 0.69
C -2.53 -0.04 -0.56
C 3.37 -0.11 0.19
O -3.34 0.98 -0.13
O -3.19 -0.94 0.32
H -0.72 2.10 0.38
H -0.51 -2.01 -0.87
H 1.53 2.24 0.60
H 1.92 -1.99 -0.64
H -4.50 0.19 1.42
H -2.61 -0.31 -1.70
H 3.82 0.90 0.41
H 3.60 -0.86 0.90
H 3.74 -0.40 -0.80
```

Values from the calculation:
Total charge ... +1
F_max ... 7.84 eV/Å
HOMO-LUMO gap ... 7.32 eV
Spin multiplicity ... 1
ΔE to the lowest compared entry with this formula, charge and spin ... 35.5 kcal/mol
LUMO level ... -5.397 eV
HOMO level ... -12.7 eV